(1)
A cluster of 9 separate species, C51H127N9O in total at a distorted geometry, computed with ωB97M-V/def2-TZVPD.

Values from the calculation:
E: -70400.6881 eV
ΔE to the lowest compared entry with this formula, charge and spin: 4.0793 eV
LUMO level: 0.421 eV
Orbital gap: 8.50 eV
Multiplicity: 1

Geometry as XYZ:
```
188
C51H127N9O | the OMol25 dataset | ωB97M-V/def2-TZVPD
C -0.04 9.26 7.82
C -1.12 9.19 8.91
N -2.25 10.07 8.62
C -3.20 10.23 9.76
C -2.55 10.90 10.98
C -2.92 9.72 7.35
C -3.80 10.86 6.89
H 0.88 8.74 8.10
H 0.22 10.31 7.71
H -0.36 8.83 6.88
H -1.43 8.15 8.98
H -0.67 9.59 9.83
H -4.07 10.80 9.43
H -3.68 9.30 10.04
H -3.35 11.25 11.62
H -1.90 10.21 11.52
H -1.94 11.77 10.74
H -3.54 8.83 7.48
H -2.23 9.48 6.55
H -3.44 11.84 7.22
H -4.76 10.67 7.36
H -3.99 10.92 5.82
C 13.52 -2.50 16.17
C 14.85 -2.44 15.36
N 15.60 -1.17 15.60
C 16.04 -1.06 16.99
C 17.27 -0.21 17.16
C 14.96 0.08 15.12
C 14.73 0.03 13.59
H 12.72 -3.09 15.70
H 13.08 -1.51 16.29
H 13.66 -2.95 17.16
H 15.48 -3.32 15.51
H 14.52 -2.43 14.33
H 15.20 -0.68 17.59
H 16.40 -2.03 17.33
H 17.15 0.80 16.78
H 17.64 -0.28 18.18
H 18.08 -0.70 16.62
H 15.58 0.95 15.29
H 14.06 0.35 15.67
H 13.84 -0.51 13.30
H 15.57 -0.52 13.17
H 14.73 1.03 13.15
C 11.38 4.18 21.26
C 11.32 5.68 21.29
N 11.71 6.34 20.07
C 11.31 7.76 20.08
C 9.84 7.99 20.18
C 13.06 6.10 19.55
C 13.12 6.26 18.04
H 10.74 3.81 22.06
H 12.39 3.79 21.39
H 11.01 3.73 20.33
H 10.28 5.91 21.53
H 11.97 6.04 22.09
H 11.90 8.40 20.73
H 11.52 8.15 19.08
H 9.38 7.25 19.52
H 9.27 7.94 21.11
H 9.54 8.96 19.78
H 13.39 5.10 19.84
H 13.76 6.79 20.01
H 12.46 5.54 17.55
H 14.10 6.11 17.60
H 12.83 7.26 17.70
C -8.68 3.68 18.06
C -8.44 3.77 16.52
N -7.02 4.00 16.19
C -6.76 5.45 16.40
C -5.26 5.71 16.28
C -6.78 3.65 14.77
C -6.93 2.14 14.50
H -7.95 3.04 18.55
H -9.71 3.40 18.31
H -8.58 4.62 18.60
H -8.79 2.85 16.07
H -9.09 4.58 16.19
H -7.05 5.77 17.40
H -7.32 6.10 15.73
H -4.99 6.68 16.68
H -4.89 5.77 15.26
H -4.67 4.96 16.80
H -7.47 4.23 14.15
H -5.75 3.95 14.60
H -6.43 1.82 13.59
H -6.53 1.51 15.30
H -7.96 1.82 14.38
C -1.21 -3.39 8.32
C -0.32 -3.28 7.09
N 1.01 -2.79 7.43
C 1.79 -2.28 6.30
C 1.11 -0.98 5.71
C 1.82 -3.66 8.26
C 2.43 -4.85 7.55
H -2.26 -3.30 8.06
H -1.10 -2.62 9.08
H -0.97 -4.37 8.75
H -0.21 -4.19 6.50
H -0.84 -2.56 6.45
H 2.82 -2.09 6.60
H 1.87 -3.07 5.55
H 1.78 -0.52 4.98
H 0.18 -1.16 5.16
H 0.96 -0.24 6.49
H 1.19 -4.02 9.08
H 2.57 -3.02 8.72
H 3.15 -4.55 6.80
H 1.66 -5.50 7.13
H 3.01 -5.49 8.21
C 1.30 14.03 20.32
C 2.24 14.51 21.44
N 1.96 15.91 21.80
C 2.15 16.88 20.73
C 3.60 17.05 20.32
C 2.61 16.24 23.05
C 2.09 17.49 23.73
H 1.55 14.56 19.40
H 0.24 14.09 20.54
H 1.52 12.99 20.04
H 2.08 13.86 22.30
H 3.26 14.39 21.07
H 1.58 16.60 19.85
H 1.69 17.80 21.10
H 4.24 17.40 21.13
H 3.97 16.13 19.86
H 3.64 17.80 19.52
H 3.70 16.25 22.96
H 2.35 15.43 23.73
H 2.18 18.37 23.10
H 2.63 17.67 24.66
H 1.03 17.41 24.00
C 6.24 14.05 9.91
C 7.03 14.29 11.16
N 6.39 13.79 12.37
C 7.19 14.15 13.57
C 8.56 13.32 13.57
C 4.99 14.19 12.60
C 4.76 15.71 12.70
H 6.02 12.98 9.85
H 6.73 14.22 8.95
H 5.28 14.56 9.92
H 8.00 13.81 11.01
H 7.15 15.37 11.25
H 7.43 15.22 13.56
H 6.64 14.01 14.50
H 9.16 13.50 14.46
H 8.43 12.23 13.60
H 9.22 13.46 12.72
H 4.63 13.74 13.52
H 4.30 13.80 11.84
H 3.69 15.91 12.69
H 5.12 16.27 11.83
H 5.34 16.14 13.51
C 6.70 4.26 15.43
C 5.30 3.81 15.77
N 4.32 3.99 14.68
C 4.19 5.39 14.18
C 3.72 6.37 15.21
C 3.02 3.35 14.92
C 2.17 3.18 13.65
H 7.41 3.83 16.13
H 6.88 5.33 15.54
H 7.10 3.96 14.46
H 5.32 2.76 16.06
H 5.00 4.40 16.63
H 3.47 5.41 13.36
H 5.12 5.69 13.71
H 3.76 7.37 14.78
H 4.45 6.44 16.02
H 2.72 6.15 15.58
H 3.28 2.34 15.26
H 2.35 3.61 15.74
H 1.70 4.09 13.28
H 2.76 2.92 12.77
H 1.45 2.41 13.93
C 7.34 -0.85 11.96
N 6.90 0.37 11.26
C 7.41 0.68 10.03
C 6.65 1.83 9.40
O 8.25 -0.03 9.46
H 6.71 -1.73 11.78
H 7.27 -0.61 13.02
H 8.36 -1.15 11.72
H 6.32 1.04 11.76
H 6.13 1.49 8.51
H 7.38 2.54 9.01
H 5.92 2.33 10.04
```

Löwdin atomic charge list, values in e, 5 entries: number 1, C, carries -0.095; number 2, C, carries -0.261; number 3, N, carries -0.192; number 4, C, carries -0.239; number 5, C, carries -0.094

***

(2)
A cluster of 17 separate species, C51H136O17 in total at a distorted geometry, computed with ωB97M-V/def2-TZVPD.

Values from the calculation:
E: -89897.7604 eV
ΔE to the lowest compared entry with this formula, charge and spin: 2.9607 eV
LUMO level: 0.213 eV
Orbital gap: 9.69 eV
Multiplicity: 1

Geometry as XYZ:
```
204
C51H136O17 | the OMol25 dataset | ωB97M-V/def2-TZVPD
C -21.56 -9.95 -9.11
C -20.48 -9.20 -8.37
C -20.16 -7.83 -8.92
O -20.76 -9.05 -6.95
H -21.56 -10.96 -8.65
H -21.39 -10.05 -10.20
H -22.49 -9.49 -8.92
H -19.67 -9.87 -8.39
H -19.48 -7.37 -8.24
H -21.05 -7.19 -8.93
H -19.78 -8.01 -9.95
H -20.59 -9.93 -6.56
C -24.85 -9.77 -4.89
C -24.27 -8.88 -6.02
C -25.42 -8.10 -6.66
O -23.26 -7.95 -5.62
H -24.09 -10.45 -4.59
H -25.70 -10.30 -5.25
H -25.12 -9.17 -4.03
H -23.98 -9.59 -6.83
H -24.94 -7.58 -7.47
H -25.86 -7.26 -6.09
H -26.21 -8.71 -7.09
H -22.41 -8.42 -5.50
C -19.59 -16.36 -5.64
C -20.54 -15.94 -6.68
C -21.73 -15.23 -6.10
O -19.81 -15.26 -7.66
H -20.13 -16.89 -4.84
H -19.10 -15.47 -5.17
H -18.82 -17.07 -5.99
H -20.93 -16.83 -7.19
H -21.49 -14.30 -5.55
H -22.26 -15.99 -5.55
H -22.38 -14.86 -6.87
H -20.51 -14.82 -8.24
C -25.43 -19.78 -15.71
C -24.16 -19.35 -14.97
C -24.29 -19.85 -13.57
O -23.01 -19.93 -15.53
H -26.41 -19.53 -15.27
H -25.43 -20.89 -15.77
H -25.37 -19.49 -16.75
H -24.23 -18.29 -15.03
H -24.33 -20.94 -13.57
H -25.14 -19.39 -13.06
H -23.40 -19.43 -13.03
H -22.28 -19.35 -15.27
C -23.54 -12.12 -14.30
C -24.78 -12.98 -14.29
C -25.48 -12.93 -12.94
O -25.70 -12.54 -15.24
H -23.07 -12.34 -13.35
H -23.78 -11.06 -14.36
H -22.94 -12.43 -15.15
H -24.42 -14.02 -14.58
H -24.97 -13.59 -12.19
H -26.49 -13.43 -13.07
H -25.54 -11.88 -12.59
H -26.38 -13.13 -15.37
C -28.79 -15.72 -10.07
C -29.38 -17.09 -9.87
C -30.04 -17.75 -11.10
O -28.26 -17.91 -9.43
H -28.44 -15.33 -9.10
H -29.51 -15.06 -10.54
H -27.92 -15.84 -10.77
H -30.11 -17.00 -9.06
H -29.97 -18.84 -10.98
H -29.38 -17.65 -11.96
H -31.08 -17.44 -11.35
H -28.65 -18.70 -8.93
C -18.59 -11.44 -2.38
C -20.01 -11.81 -2.84
C -20.64 -10.61 -3.54
O -20.02 -12.96 -3.74
H -18.24 -12.22 -1.68
H -18.56 -10.54 -1.78
H -17.89 -11.21 -3.22
H -20.69 -12.09 -2.06
H -21.06 -9.91 -2.73
H -21.48 -10.98 -4.16
H -19.91 -10.14 -4.19
H -19.53 -12.69 -4.53
C -26.65 -12.95 -7.95
C -25.44 -13.03 -8.83
C -25.01 -11.66 -9.22
O -24.36 -13.62 -8.07
H -27.01 -13.98 -7.78
H -27.48 -12.42 -8.43
H -26.33 -12.45 -7.02
H -25.63 -13.61 -9.76
H -25.79 -10.94 -9.18
H -24.68 -11.62 -10.30
H -24.18 -11.40 -8.57
H -24.72 -14.49 -7.82
C -20.32 -12.73 -10.50
C -21.74 -13.43 -10.48
C -21.81 -14.41 -11.63
O -21.81 -14.09 -9.23
H -20.29 -12.09 -9.63
H -20.19 -12.26 -11.47
H -19.61 -13.54 -10.31
H -22.46 -12.66 -10.50
H -21.48 -13.96 -12.56
H -22.79 -14.88 -11.90
H -21.07 -15.22 -11.42
H -22.63 -13.77 -8.77
C -17.43 -10.57 -11.82
C -16.25 -9.85 -12.37
C -14.99 -10.34 -11.72
O -16.18 -9.90 -13.83
H -18.34 -10.13 -12.23
H -17.58 -10.43 -10.74
H -17.32 -11.64 -12.00
H -16.36 -8.80 -12.18
H -14.90 -10.04 -10.70
H -14.08 -9.89 -12.21
H -14.83 -11.43 -11.70
H -16.33 -10.82 -14.12
C -21.22 -15.95 -14.98
C -19.94 -15.64 -15.73
C -19.93 -14.23 -16.18
O -18.86 -16.09 -14.91
H -21.26 -17.05 -14.75
H -22.10 -15.69 -15.60
H -21.17 -15.46 -14.01
H -19.85 -16.26 -16.58
H -19.07 -13.82 -16.66
H -20.18 -13.60 -15.34
H -20.70 -14.13 -16.91
H -18.90 -15.88 -13.96
C -16.30 -16.03 -11.85
C -17.19 -14.80 -12.15
C -16.86 -14.11 -13.44
O -18.62 -15.13 -12.25
H -16.49 -16.44 -10.87
H -15.22 -15.71 -11.77
H -16.22 -16.73 -12.75
H -17.06 -14.18 -11.22
H -17.44 -13.18 -13.49
H -17.07 -14.76 -14.26
H -15.83 -13.83 -13.45
H -18.77 -15.73 -11.53
C -25.42 -6.51 -11.55
C -25.34 -8.02 -11.47
C -24.03 -8.56 -12.01
O -25.65 -8.48 -10.18
H -26.35 -6.14 -11.16
H -25.18 -6.15 -12.58
H -24.64 -6.09 -10.95
H -26.06 -8.47 -12.15
H -23.18 -8.13 -11.41
H -24.03 -8.32 -13.06
H -23.99 -9.64 -11.83
H -25.02 -8.09 -9.58
C -24.23 -18.61 -8.97
C -24.25 -17.12 -9.00
C -24.71 -16.61 -10.30
O -25.01 -16.60 -7.89
H -23.50 -18.93 -8.22
H -23.91 -18.98 -9.93
H -25.18 -19.08 -8.73
H -23.26 -16.84 -8.77
H -24.62 -15.51 -10.44
H -25.81 -16.73 -10.34
H -24.30 -17.13 -11.17
H -25.81 -17.14 -7.76
C -20.36 -7.05 -14.41
C -19.35 -8.18 -14.19
C -19.90 -9.48 -14.75
O -18.07 -7.90 -14.57
H -19.85 -6.14 -14.06
H -21.18 -7.30 -13.75
H -20.71 -6.97 -15.45
H -19.34 -8.45 -13.12
H -19.11 -10.19 -14.50
H -20.10 -9.48 -15.81
H -20.79 -9.69 -14.18
H -17.45 -8.66 -14.51
C -18.09 -18.88 -9.35
C -19.16 -18.07 -10.02
C -20.58 -18.42 -9.70
O -18.89 -16.70 -10.00
H -18.39 -19.11 -8.32
H -17.07 -18.49 -9.38
H -18.01 -19.83 -9.86
H -19.05 -18.35 -11.10
H -21.30 -17.61 -9.89
H -20.66 -18.76 -8.67
H -20.83 -19.31 -10.30
H -19.12 -16.38 -9.09
C -16.33 -13.65 -6.49
C -17.29 -12.44 -6.58
C -17.16 -11.78 -7.96
O -18.63 -12.77 -6.34
H -16.55 -14.39 -7.28
H -16.31 -14.28 -5.59
H -15.36 -13.26 -6.81
H -17.15 -11.70 -5.80
H -17.62 -12.46 -8.71
H -16.17 -11.48 -8.27
H -17.72 -10.83 -7.99
H -18.97 -13.48 -6.88
```

Löwdin atomic charge list, values in e, 5 entries: number 1, C, carries -0.053; number 2, C, carries -0.472; number 3, C, carries -0.027; number 4, O, carries -0.057; number 5, H, carries 0.078